The following is a DFT calculation (wB97M-V/def2-TZVPD) of a single C24H24N4O3S2 molecule.

## Properties
Frontier orbital gap in hartree: 0.2943
Relative energy (zero: lowest compared OMol25 entry of this formula, charge and spin) in kJ/mol: 100.4
SMILES: CCOc1ccc(Nc2nc(Cc3nnc(SCC(=O)c4ccc(C)c(C)c4)o3)cs2)cc1
Multiplicity: 1
E_LUMO in eV: 0.3

Last column: Löwdin charge in e.
CARTESIAN COORDINATES (ANGSTROEM)
C: -5.819 -0.975 1.101  -0.064
C: -5.936 -0.665 -0.389  -0.248
O: -4.925 0.210 -0.844  -0.051
C: -3.663 -0.253 -1.044  -0.270
C: -2.719 0.714 -1.402  0.003
C: -1.404 0.374 -1.640  -0.022
C: -0.993 -0.953 -1.522  -0.250
N: 0.325 -1.354 -1.741  0.071
C: 1.421 -0.570 -1.774  -0.582
N: 1.464 0.714 -1.705  0.106
C: 2.737 1.193 -1.738  -0.373
C: 2.972 2.672 -1.657  -0.031
C: 1.747 3.397 -1.247  -0.341
N: 1.283 4.492 -1.747  0.092
N: 0.161 4.808 -1.066  0.042
C: 0.000 3.878 -0.178  -0.671
S: -1.264 3.758 0.990  1.026
C: -0.997 2.022 1.493  -0.361
C: 0.410 1.785 2.023  -0.428
O: 1.030 2.640 2.606  0.093
C: 0.957 0.435 1.764  -0.147
C: 0.159 -0.690 1.577  -0.022
C: 0.753 -1.920 1.374  -0.045
C: 2.134 -2.066 1.335  -0.254
C: 2.745 -3.412 1.105  -0.048
C: 2.944 -0.938 1.517  -0.240
C: 4.435 -1.057 1.489  -0.043
C: 2.343 0.289 1.737  0.033
O: 0.975 2.943 -0.230  0.048
C: 3.706 0.250 -1.846  -0.353
S: 3.012 -1.334 -1.919  1.046
C: -1.934 -1.920 -1.188  -0.030
C: -3.253 -1.580 -0.948  -0.020
H: -6.652 -1.599 1.413  0.077
H: -5.838 -0.049 1.671  0.079
H: -4.889 -1.494 1.320  0.064
H: -6.867 -0.124 -0.580  0.124
H: -5.948 -1.589 -0.981  0.115
H: -3.046 1.738 -1.490  0.125
H: -0.685 1.124 -1.921  0.100
H: 0.493 -2.349 -1.721  0.135
H: 3.771 2.873 -0.937  0.134
H: 3.281 3.072 -2.626  0.135
H: -1.722 1.846 2.289  0.100
H: -1.222 1.386 0.637  0.046
H: -0.917 -0.621 1.617  0.115
H: 0.127 -2.792 1.248  0.110
H: 3.402 -3.678 1.931  0.087
H: 3.346 -3.407 0.195  0.057
H: 1.978 -4.176 1.013  0.078
H: 4.900 -0.082 1.606  0.082
H: 4.780 -1.704 2.295  0.086
H: 4.769 -1.494 0.549  0.064
H: 2.949 1.171 1.890  0.129
H: 4.767 0.379 -1.897  0.072
H: -1.634 -2.955 -1.113  0.113
H: -3.948 -2.364 -0.693  0.106

The following is a DFT calculation (wB97M-V/def2-TZVPD) of C24H25As2N3O8Ti as an isolated structure.

## Properties
Frontier orbital gap (spin up / spin down) in hartree: 0.1497 / 0.1481
Relative energy (zero: lowest compared OMol25 entry of this formula, charge and spin) in kJ/mol: 129.7
Total charge: -2
Multiplicity: 1
E_LUMO (spin up / spin down) in eV: 4.6 / 4.6

Last column: Löwdin charge in e.
CARTESIAN COORDINATES (ANGSTROEM)
Ti: -0.014 -1.167 -0.896  0.926
O: -2.828 -0.738 1.911  0.009
C: -1.862 -1.115 1.260  -0.547
O: -1.495 -0.540 0.093  -0.240
C: -0.928 -2.177 1.618  -0.211
C: -0.897 -2.976 2.713  -0.056
C: 0.143 -3.912 2.868  -0.119
C: 1.149 -4.015 1.864  -0.046
C: 1.103 -3.200 0.792  -0.211
N: 0.088 -2.263 0.658  -0.026
C: 2.049 -3.079 -0.339  -0.555
O: 3.081 -3.716 -0.470  0.019
O: 1.662 -2.119 -1.179  -0.217
H: -1.672 -2.869 3.465  0.109
H: 0.176 -4.548 3.744  0.056
H: 1.967 -4.722 1.946  0.106
C: 0.533 3.612 0.965  -0.326
As: -0.243 1.975 0.161  1.192
C: -1.934 2.306 1.079  -0.297
C: 0.751 0.792 1.411  -0.419
C: 0.275 0.569 2.699  -0.116
C: 0.993 -0.215 3.603  -0.095
C: 2.182 -0.796 3.213  -0.096
C: 2.651 -0.618 1.915  -0.117
C: 1.950 0.161 0.995  -0.416
As: 2.639 0.439 -0.853  1.200
C: 4.315 -0.550 -0.751  -0.313
C: 3.533 2.163 -0.429  -0.334
H: 0.496 3.509 2.050  0.016
H: -0.068 4.473 0.663  0.009
H: 1.565 3.775 0.657  -0.018
H: -1.769 2.742 2.065  0.018
H: -2.507 1.384 1.169  0.006
H: -2.489 3.010 0.459  0.008
H: -0.660 1.019 3.014  0.094
H: 0.597 -0.386 4.598  0.097
H: 2.749 -1.403 3.910  0.096
H: 3.564 -1.117 1.616  0.089
H: 4.819 -0.404 -1.707  0.022
H: 4.130 -1.617 -0.634  0.003
H: 4.951 -0.177 0.054  0.021
H: 3.701 2.276 0.641  0.020
H: 2.931 2.995 -0.795  -0.013
H: 4.488 2.178 -0.958  0.004
O: -1.564 -3.081 -3.929  0.067
C: -1.024 -2.356 -3.131  -0.535
O: -1.067 -2.486 -1.824  -0.107
C: -0.194 -1.099 -3.607  -0.543
O: 0.082 -0.921 -4.769  0.071
O: 0.126 -0.289 -2.621  -0.262
N: -1.171 2.322 -3.179  0.113
C: -2.394 1.871 -2.705  -0.413
C: -3.414 2.746 -2.301  -0.062
C: -4.626 2.208 -1.926  -0.111
C: -4.804 0.829 -1.942  -0.089
C: -3.734 0.049 -2.357  -0.115
N: -2.563 0.558 -2.729  0.144
H: -0.806 3.130 -2.702  0.059
H: -0.498 1.559 -3.221  0.059
H: -3.241 3.817 -2.280  0.097
H: -5.432 2.863 -1.616  0.092
H: -5.736 0.373 -1.635  0.087
H: -3.803 -1.034 -2.384  0.117

The following is a DFT calculation (wB97M-V/def2-TZVPD) of C24H25AsCl2IN4O4Ti as an isolated structure.

## Properties
Frontier orbital gap (spin up / spin down) in hartree: 0.1916 / 0.1997
Relative energy (zero: lowest compared OMol25 entry of this formula, charge and spin) in kJ/mol: 190.5
Total charge: -2
Multiplicity: 2
E_LUMO (spin up / spin down) in eV: 4.5 / 4.5
⟨S²⟩: 0.7705

Last column: Löwdin spin population.
CARTESIAN COORDINATES (ANGSTROEM)
Ti: 0.234 0.358 0.091  0.002
Cl: 0.124 -0.936 -6.780  0.000
C: -0.287 -0.301 -5.201  0.000
C: 0.418 -0.773 -4.099  0.000
C: 0.120 -0.299 -2.827  0.001
N: 0.707 -0.674 -1.638  0.006
C: 1.500 -1.818 -1.617  0.065
O: 2.482 -1.973 -2.341  0.113
C: 1.047 -2.892 -0.731  0.220
C: 1.780 -4.081 -0.708  0.005
C: 1.254 -5.250 -0.224  0.179
C: -0.111 -5.235 0.200  0.063
C: -0.775 -4.055 0.239  0.065
N: -0.216 -2.852 -0.112  0.219
C: -0.894 0.680 -2.674  0.000
C: -1.575 1.153 -3.783  0.000
C: -1.272 0.656 -5.048  0.000
Cl: -2.167 1.273 -6.419  0.000
N: -1.005 1.127 -1.360  0.000
C: -1.468 2.391 -1.100  0.000
O: -2.450 2.926 -1.604  0.000
C: -0.558 3.114 -0.118  0.000
C: -0.494 4.576 -0.392  0.000
C: 0.680 5.230 -0.325  0.000
C: 1.900 4.535 -0.028  0.000
C: 1.841 3.168 0.045  0.000
N: 0.727 2.433 -0.072  0.000
H: 1.219 -1.485 -4.233  0.000
H: 2.770 -4.034 -1.141  -0.002
H: 1.833 -6.164 -0.206  0.013
H: -0.625 -6.142 0.490  0.002
H: -1.798 -4.007 0.580  0.005
H: -2.342 1.902 -3.658  0.000
H: -1.406 5.067 -0.700  0.000
H: 0.708 6.295 -0.540  0.000
H: 2.851 5.047 0.022  0.000
H: 2.750 2.589 0.173  0.000
C: -0.022 3.681 2.763  0.000
As: -1.383 2.690 1.786  0.000
C: -3.002 3.839 1.543  0.000
C: -2.180 1.901 3.442  0.000
O: -0.943 0.980 1.373  0.000
H: -0.488 4.137 3.637  0.000
H: 0.458 4.426 2.136  0.000
H: 0.714 2.940 3.078  0.000
H: -2.962 4.660 2.260  0.000
H: -3.865 3.210 1.761  0.000
H: -3.072 4.212 0.525  0.000
H: -2.574 2.686 4.093  0.000
H: -1.407 1.329 3.956  0.000
H: -2.985 1.219 3.164  0.000
I: 2.670 -0.133 1.380  0.008
C: -1.540 -2.252 2.817  0.002
O: -0.497 -1.829 1.982  0.014
C: -0.735 -1.626 0.564  0.014
C: -2.205 -1.452 0.218  0.001
H: -1.926 -3.250 2.569  0.001
H: -2.376 -1.543 2.825  0.000
H: -1.122 -2.297 3.824  0.001
H: -2.846 -2.298 0.501  0.000
H: -2.287 -1.317 -0.862  0.000
H: -2.595 -0.558 0.700  0.000

The following is a DFT calculation (wB97M-V/def2-TZVPD) of C24H25AsN2O9S2Sn as an isolated structure.

## Properties
Frontier orbital gap in hartree: 0.2490
Relative energy (zero: lowest compared OMol25 entry of this formula, charge and spin) in kJ/mol: 0.0
Total charge: -2
Multiplicity: 1
E_LUMO in eV: 4.5

Last column: Löwdin charge in e.
CARTESIAN COORDINATES (ANGSTROEM)
Sn: -0.348 -0.453 -0.668  1.351
C: -0.653 -4.625 -1.829  -0.066
O: 0.647 -5.143 -1.550  -0.093
C: 1.644 -4.358 -1.038  -0.205
C: 2.749 -5.064 -0.603  -0.043
C: 3.873 -4.432 -0.073  -0.128
C: 3.877 -3.061 0.016  -0.078
C: 2.775 -2.314 -0.421  -0.151
C: 2.911 -0.871 -0.373  -0.098
N: 2.014 0.001 -0.652  -0.070
N: 2.499 1.309 -0.613  0.058
C: 1.530 2.173 -0.781  -0.517
O: 0.300 1.924 -0.936  -0.237
C: 1.954 3.616 -0.799  -0.134
C: 3.228 4.018 -0.404  -0.040
C: 3.577 5.360 -0.424  -0.109
C: 2.659 6.316 -0.843  -0.128
C: 1.389 5.920 -1.234  -0.106
C: 1.037 4.578 -1.206  -0.036
C: 1.625 -2.933 -0.962  -0.282
O: 0.624 -2.231 -1.423  -0.281
H: -1.243 -5.504 -2.094  0.084
H: -0.632 -3.923 -2.662  0.085
H: -1.092 -4.128 -0.968  0.063
H: 2.699 -6.145 -0.675  0.109
H: 4.718 -5.017 0.270  0.084
H: 4.727 -2.529 0.428  0.102
H: 3.894 -0.486 -0.100  0.120
H: 3.926 3.258 -0.083  0.100
H: 4.569 5.662 -0.107  0.088
H: 2.932 7.365 -0.857  0.084
H: 0.665 6.660 -1.557  0.089
H: 0.047 4.243 -1.490  0.107
O: 0.108 -0.760 3.900  -0.299
S: 0.699 -1.116 2.637  0.483
O: 2.126 -0.904 2.528  -0.326
O: -0.031 -0.472 1.498  -0.506
C: 0.479 -2.896 2.432  -0.209
C: 1.623 -3.627 2.739  -0.072
C: 1.637 -5.011 2.681  -0.094
C: 0.489 -5.683 2.301  -0.088
C: -0.650 -4.959 1.991  -0.072
C: -0.678 -3.570 2.053  -0.207
S: -2.252 -2.821 1.560  0.420
O: -3.185 -3.934 1.529  -0.357
O: -2.555 -1.794 2.530  -0.326
O: -1.975 -2.308 0.212  -0.478
H: 2.519 -3.082 2.997  0.104
H: 2.550 -5.550 2.905  0.097
H: 0.479 -6.764 2.226  0.095
H: -1.558 -5.462 1.688  0.100
C: -4.367 3.672 -0.025  -0.388
As: -3.153 2.117 -0.228  1.019
C: -1.941 2.614 1.228  -0.335
C: -4.235 0.855 0.816  -0.338
H: -4.641 3.816 1.022  0.004
H: -5.272 3.508 -0.612  -0.003
H: -3.876 4.574 -0.393  -0.002
H: -2.514 2.941 2.098  0.021
H: -1.274 3.404 0.886  0.006
H: -1.333 1.752 1.502  0.001
H: -4.688 1.359 1.672  0.017
H: -3.603 0.041 1.175  -0.004
H: -5.016 0.429 0.185  0.010

Question: The highest multiplicity belongs to which entry?
Answer: C24H25AsCl2IN4O4Ti